1.
{"formula": "C3H10NO2P", "method": "ωB97M-V with the def2-TZVPD basis set", "species": ["C", "N", "O", "P", "C", "C", "O", "H", "H", "H", "H", "H", "H", "H", "H", "H", "H"], "xyz": [[1.7549, -0.9520, 0.6467], [1.0237, -0.3525, -0.4557], [1.7954, 0.5489, -1.2227], [-0.3383, 0.5789, -0.0884], [-1.4988, 0.5844, -1.5879], [-1.1438, -0.4066, 1.2098], [0.0560, 1.8708, 0.4877], [1.0118, -1.3634, 1.3651], [2.6254, -1.5608, 0.2996], [2.3638, -0.2647, 1.2819], [1.7458, 1.4180, -0.7335], [-1.0597, 1.1525, -2.4847], [-1.6687, -0.3271, -2.0384], [-2.6091, 0.9798, -1.4281], [-0.6653, -0.2556, 2.1593], [-2.1631, -0.1790, 1.3872], [-1.2299, -1.4717, 1.2020]], "forces_ev_per_a": [[1.35, 0.51, 1.10], [-0.44, -0.01, -0.28], [0.54, 0.85, 0.07], [-1.95, -1.61, 0.25], [-0.49, 3.25, -0.10], [-0.11, -0.38, 0.24], [0.07, 1.13, -0.35], [0.94, -0.54, -0.88], [-1.44, -0.47, -0.09], [-0.82, 0.58, -0.40], [0.23, -0.79, -0.34], [-0.42, -0.28, 1.66], [0.01, -2.60, -0.34], [2.62, -0.39, 0.26], [0.52, 0.69, 0.38], [-1.11, 1.05, -0.15], [0.48, -0.99, -1.03]], "gap_ev": 10.399, "smiles": "CN(O)P(C)(C)=O", "charge": 0, "homo_energy_ev": -9.589, "e_tot_ev": -18145.731, "e_above_lowest_ev": 4.163}



2.
{"formula": "C17H13BrN2O6Sr", "method": "ωB97M-V with the def2-TZVPD basis set", "species": ["Sr", "O", "C", "O", "C", "O", "O", "C", "O", "C", "C", "C", "Br", "C", "C", "C", "O", "C", "N", "C", "C", "C", "C", "C", "C", "N", "H", "H", "H", "H", "H", "H", "H", "H", "H", "H", "H", "C", "H", "H"], "xyz": [[2.4726, 0.1935, -2.3886], [5.7883, 2.1486, -3.7130], [4.9636, 1.4225, -3.1693], [3.8283, 1.8045, -2.7018], [5.2798, -0.1055, -2.9753], [6.3402, -0.5646, -3.3844], [4.3707, -0.7724, -2.3551], [4.0842, 0.8097, 0.6894], [2.7400, 0.5619, 0.3298], [1.7781, 0.5227, 1.2965], [2.0344, 0.7756, 2.6568], [0.9522, 0.7046, 3.5221], [1.2679, 1.0569, 5.3850], [-0.3256, 0.4043, 3.1360], [-0.5956, 0.1366, 1.7567], [0.5091, 0.2137, 0.8453], [0.3405, -0.0176, -0.4908], [-1.8793, -0.1930, 1.2951], [-2.2199, -0.4363, 0.0068], [-3.5499, -0.7180, -0.0109], [-4.3994, -1.0381, -1.0716], [-5.7425, -1.2817, -0.7922], [-6.2478, -1.2147, 0.5002], [-5.4118, -0.8940, 1.5794], [-4.0816, -0.6513, 1.3045], [-3.0126, -0.3159, 2.1072], [4.4533, 0.0648, 1.4010], [4.2092, 1.8082, 1.1196], [4.6609, 0.7414, -0.2290], [3.0214, 1.0158, 3.0199], [-1.1206, 0.3764, 3.8676], [-0.6315, -0.2207, -0.6354], [-4.0144, -1.0936, -2.0816], [-6.4155, -1.5309, -1.6053], [-7.2980, -1.4109, 0.6809], [-5.7992, -0.8413, 2.5907], [-3.0293, -0.2164, 3.1020], [1.1156, -0.3336, -4.4959], [0.0366, -0.5502, -4.5736], [1.5276, -0.3610, -5.5187]], "forces_ev_per_a": [[-4.75, -0.85, 1.13], [-0.05, -0.28, 0.06], [0.57, 1.00, -0.25], [1.58, 1.64, -0.32], [0.92, -0.73, -0.03], [-0.16, 0.25, -0.01], [2.12, -0.90, 0.02], [0.24, 0.07, 0.16], [0.16, -0.03, -0.38], [-0.41, -0.07, 0.08], [0.22, 0.04, 0.05], [-0.12, 0.01, 0.17], [0.02, -0.01, -0.05], [0.03, -0.02, -0.08], [-0.09, -0.03, -0.08], [0.05, 0.03, 0.07], [-0.16, -0.02, 0.03], [0.04, 0.02, 0.01], [0.18, 0.00, -0.16], [0.01, 0.03, 0.08], [0.03, 0.01, 0.06], [-0.06, -0.02, -0.05], [-0.05, 0.00, 0.07], [0.05, 0.00, -0.01], [-0.09, -0.03, -0.03], [0.05, 0.02, -0.05], [-0.09, -0.02, -0.02], [-0.09, -0.01, -0.01], [-0.03, -0.01, -0.01], [-0.03, -0.01, -0.04], [0.03, 0.01, 0.04], [0.22, 0.04, 0.00], [0.01, 0.01, 0.01], [0.02, 0.00, 0.00], [0.01, 0.00, -0.01], [0.00, 0.00, 0.00], [0.00, 0.00, 0.05], [-0.17, -0.06, -0.21], [-0.03, -0.03, -0.20], [-0.17, -0.05, -0.10]], "gap_ev": [5.138, 3.773], "charge": -2, "homo_energy_ev": [-1.243, 0.123], "e_tot_ev": -103984.290, "e_above_lowest_ev": 0.839}



3.
{"formula": "C15H26FeN3O2S5Si", "method": "ωB97M-V with the def2-TZVPD basis set", "species": ["Fe", "N", "C", "C", "N", "H", "H", "H", "H", "H", "H", "H", "H", "C", "S", "C", "C", "S", "S", "C", "S", "S", "H", "H", "H", "C", "C", "C", "N", "C", "C", "H", "H", "H", "H", "H", "O", "C", "O", "H", "C", "Si", "C", "C", "H", "H", "H", "H", "H", "H", "H", "H", "H"], "xyz": [[-0.1978, 0.0264, -0.4198], [1.6409, 1.0146, 0.7807], [1.1701, 2.0962, 1.6475], [-0.0234, 1.5767, 2.4319], [-1.0290, 1.0954, 1.4890], [1.9097, 0.2142, 1.3457], [2.4345, 1.2836, 0.2141], [0.8574, 2.9239, 1.0053], [1.9414, 2.4648, 2.3301], [-0.3966, 2.3529, 3.1063], [0.2898, 0.7253, 3.0409], [-1.6862, 1.8153, 1.2153], [-1.5557, 0.3080, 1.8537], [-0.3009, -1.4316, 5.2302], [-1.6959, -1.1245, 4.1263], [-1.6125, -2.5723, 3.1497], [-0.7065, -2.8014, 2.1750], [0.6315, -1.8379, 1.6805], [-0.9109, -4.3555, 1.3883], [-2.2598, -4.9513, 2.2749], [-2.8862, -6.4726, 2.0969], [-2.7810, -3.8305, 3.4619], [-0.1989, -0.5546, 5.8707], [0.6041, -1.5627, 4.6363], [-0.4863, -2.3115, 5.8437], [4.1402, -0.9232, -3.0118], [3.2374, -0.0260, -3.5526], [2.0291, 0.1789, -2.8986], [1.7077, -0.4484, -1.7745], [2.5710, -1.3277, -1.2640], [3.8019, -1.5932, -1.8480], [5.0918, -1.1065, -3.4961], [3.4540, 0.5123, -4.4657], [1.2888, 0.8730, -3.2816], [2.2455, -1.8482, -0.3665], [4.4684, -2.3166, -1.3977], [-2.3000, -0.9344, -0.0381], [-1.9100, -1.8410, -0.8001], [-0.8050, -1.8050, -1.4129], [-2.5549, -2.7198, -0.9535], [-1.5534, 1.1431, -3.6004], [-1.0800, 1.8035, -1.8704], [-0.0752, 3.3903, -2.2896], [-2.7223, 2.5673, -1.2690], [-1.7263, 1.9521, -4.3221], [-2.4736, 0.5537, -3.5194], [-0.7935, 0.4682, -4.0096], [-0.5402, 3.9570, -3.1082], [0.9607, 3.1728, -2.5802], [-0.0295, 4.0519, -1.4143], [-3.2914, 3.0037, -2.0995], [-2.5461, 3.3681, -0.5381], [-3.3468, 1.8033, -0.7926]], "forces_ev_per_a": [[0.14, -0.08, 0.21], [0.03, -0.04, 0.06], [-0.01, -0.05, -0.14], [-0.07, -0.04, -0.10], [0.00, -0.12, 0.11], [0.10, 0.07, 0.03], [-0.06, 0.09, -0.07], [0.01, 0.02, 0.00], [0.04, 0.04, 0.07], [-0.03, 0.04, 0.02], [-0.02, 0.05, -0.03], [0.03, -0.02, -0.10], [0.03, 0.05, 0.04], [0.10, 0.05, 0.05], [-0.12, -0.08, 0.07], [-0.23, 0.11, 0.06], [0.29, -0.10, -0.17], [-0.04, -0.06, 0.05], [0.09, -0.01, -0.19], [0.22, -0.15, 0.26], [-0.12, 0.06, -0.12], [-0.19, 0.04, 0.05], [0.02, -0.03, 0.01], [-0.02, 0.01, 0.02], [0.01, 0.01, 0.00], [0.11, -0.05, -0.04], [-0.13, 0.08, -0.04], [0.06, 0.08, -0.07], [0.03, -0.17, 0.30], [0.08, -0.15, -0.11], [-0.09, 0.00, 0.06], [0.00, 0.01, 0.00], [0.00, -0.01, 0.00], [0.05, -0.01, 0.03], [0.01, 0.05, -0.06], [0.00, 0.01, 0.00], [-0.08, -0.12, 0.12], [0.05, 0.09, -0.20], [-0.12, 0.05, 0.22], [-0.06, -0.09, -0.06], [-0.04, -0.09, -0.15], [0.12, 0.21, -0.21], [0.07, 0.13, -0.05], [-0.17, 0.08, 0.07], [-0.03, -0.05, 0.03], [0.05, 0.02, -0.02], [-0.07, 0.06, -0.03], [0.04, 0.00, 0.07], [-0.08, 0.03, 0.00], [0.03, -0.05, -0.07], [0.01, 0.02, 0.07], [-0.03, -0.06, -0.02], [0.01, 0.06, -0.05]], "gap_ev": [5.790, 6.691], "charge": -1, "homo_energy_ev": [-3.339, -4.244], "e_tot_ev": -120987.131, "e_above_lowest_ev": 0.000, "multiplicity": 5}



4.
{"formula": "C6H13P", "method": "ωB97M-V with the def2-TZVPD basis set", "species": ["C", "C", "C", "P", "C", "C", "C", "H", "H", "H", "H", "H", "H", "H", "H", "H", "H", "H", "H", "H"], "xyz": [[3.1678, -0.0123, 0.3904], [2.1716, 0.9591, 0.1559], [0.5183, 1.5663, 0.2681], [-0.4906, 0.2355, 0.1330], [-2.2503, 0.9040, 0.2784], [-0.6048, 0.0500, -1.6910], [-0.5111, -1.5237, 0.6738], [4.1381, 0.3135, 0.3509], [2.7746, -1.0059, 0.7731], [2.6350, 1.8967, 0.0243], [0.5748, 2.1298, 1.2388], [-3.0110, 0.0889, -0.2509], [-2.5469, 0.8615, 1.3163], [-2.5262, 1.9107, -0.2131], [0.2455, -0.5078, -2.1219], [-1.3938, -0.5579, -1.9480], [-0.7452, 0.9744, -2.2022], [-1.1877, -2.0938, 0.0427], [0.6434, -1.6012, 0.2990], [-0.6579, -1.8888, 1.6503]], "forces_ev_per_a": [[-7.36, 0.10, 0.36], [0.38, 0.07, 1.04], [4.48, -1.53, 1.83], [-4.03, 1.41, -2.07], [-1.92, -1.67, -1.53], [2.41, -1.06, 0.47], [3.01, 0.82, -2.35], [2.27, 0.24, -0.11], [1.33, 0.96, -0.68], [0.75, 1.11, -0.61], [-0.26, -0.58, -0.84], [2.02, 1.93, 1.24], [-0.19, 0.42, 0.37], [1.02, -1.58, 0.91], [0.11, 0.58, 0.22], [-2.18, -1.47, -0.33], [0.21, 0.86, 0.07], [0.24, 0.06, -0.45], [-2.52, -0.96, 1.02], [0.23, 0.28, 1.45]], "gap_ev": 8.353, "smiles": "C=CC=P(C)(C)C", "charge": 0, "homo_energy_ev": -7.647, "e_tot_ev": -15716.432, "e_above_lowest_ev": 4.559}



5.
{"formula": "C3H4O3", "method": "ωB97M-V with the def2-TZVPD basis set", "species": ["O", "C", "C", "O", "C", "O", "H", "H", "H", "H"], "xyz": [[-2.0629, -1.4606, -0.0790], [-1.7396, -0.3020, -0.0758], [-0.3098, 0.3002, -0.1209], [-0.2544, 1.4183, -0.6000], [1.0002, -0.3564, 0.3198], [2.0475, 0.4925, -0.0463], [-2.4449, 0.5479, -0.1661], [1.1139, -1.3512, -0.1408], [1.0260, -0.5313, 1.4113], [1.6241, 1.2426, -0.5024]], "forces_ev_per_a": [[0.62, 0.76, 0.16], [0.00, -0.12, -0.21], [0.29, 0.17, -0.01], [-0.32, -0.71, 0.23], [-0.18, -0.14, -0.03], [0.09, -0.01, -0.06], [-0.20, -0.24, 0.09], [-0.20, 0.21, -0.04], [-0.34, 0.13, -0.27], [0.24, -0.06, 0.14]], "gap_ev": 9.672, "smiles": "O=CC(=O)CO", "charge": 0, "homo_energy_ev": -10.517, "e_tot_ev": -9316.993, "e_above_lowest_ev": 1.707}



6.
{"formula": "C2H2Cl2O", "method": "ωB97M-V with the def2-TZVPD basis set", "species": ["O", "C", "C", "Cl", "Cl", "H", "H"], "xyz": [[1.3856, -0.8746, 0.8286], [0.9727, -0.0156, 0.2094], [-0.7286, 0.0253, -0.2012], [-1.1006, 1.7095, 0.0092], [-1.2687, -1.2683, 0.8585], [1.5764, 0.6785, -0.3988], [-0.8368, -0.2548, -1.3057]], "forces_ev_per_a": [[2.10, -3.07, 3.07], [-3.59, 2.38, -4.67], [3.79, -1.08, -0.59], [-0.89, 0.24, 0.34], [-1.31, 0.63, -0.24], [-0.06, 0.58, 0.35], [-0.03, 0.33, 1.74]], "gap_ev": 10.557, "smiles": "O=CC(Cl)Cl", "charge": 0, "homo_energy_ev": -9.933, "e_tot_ev": -29197.226, "e_above_lowest_ev": 1.260}



7.
{"formula": "C5H9NO", "method": "ωB97M-V with the def2-TZVPD basis set", "species": ["C", "C", "N", "C", "H", "H", "H", "H", "H", "C", "C", "O", "H", "H", "H", "H"], "xyz": [[-0.3581, -0.3416, 2.0705], [-0.0637, -0.5892, 0.8261], [0.1343, -1.2676, -0.2171], [1.4090, -1.8250, -0.5677], [-0.2100, 0.6530, 2.4583], [-0.7675, -1.0866, 2.7311], [2.2427, -1.4143, 0.0203], [1.5996, -1.6516, -1.6268], [1.3392, -2.9049, -0.4097], [-1.4088, 1.5378, -0.8345], [0.0553, 1.3513, -0.5058], [0.7470, 2.0847, 0.1807], [-1.5104, 2.0966, -1.7621], [-1.8320, 0.5463, -0.9913], [-1.9156, 2.0162, 0.0001], [0.5392, 0.7949, -1.3719]], "forces_ev_per_a": [[0.08, 1.32, 0.18], [0.63, -4.17, -1.48], [-1.27, 2.27, 1.97], [0.62, -0.13, 0.19], [-0.14, 0.20, 0.03], [0.07, -0.31, -0.13], [-0.21, -0.17, -0.08], [0.00, -0.02, 0.01], [0.12, 0.06, -0.06], [-0.06, -0.81, 1.37], [1.24, 2.47, -3.15], [-0.90, -1.10, 0.31], [0.23, 0.16, 0.03], [-0.18, 0.02, -0.09], [-0.19, 0.21, -0.14], [-0.05, 0.00, 1.04]], "gap_ev": 9.632, "smiles": "C=C=NC.CC=O", "charge": 0, "homo_energy_ev": -9.143, "e_tot_ev": -8865.562, "e_above_lowest_ev": 3.651}



8.
{"formula": "C16H16N2O8S2", "method": "ωB97M-V with the def2-TZVPD basis set", "species": ["O", "C", "C", "S", "O", "O", "C", "C", "C", "C", "C", "O", "N", "C", "C", "N", "C", "O", "C", "S", "O", "O", "C", "C", "C", "C", "C", "O", "H", "H", "H", "H", "H", "H", "H", "H", "H", "H", "H", "H", "H", "H", "H", "H"], "xyz": [[4.1047, -1.4972, -0.0921], [3.5909, -0.4408, 0.2282], [4.5266, 0.6946, 0.4747], [3.4274, 1.9471, 1.0781], [3.6522, 2.0662, 2.5420], [3.6108, 3.2488, 0.4305], [1.8720, 1.1599, 0.5883], [0.8256, 1.3271, 1.6393], [0.7837, 0.9848, 2.9700], [-0.4816, 1.4411, 3.4337], [-1.1389, 1.9108, 2.3451], [-0.3799, 1.8058, 1.2438], [2.2352, -0.2309, 0.3106], [1.2820, -1.3382, 0.1223], [0.5943, -1.2954, -1.2426], [-0.4907, -0.2438, -1.3055], [-0.3955, 0.9192, -2.0458], [0.6537, 1.2372, -2.5728], [-1.5322, 1.9252, -2.0340], [-2.7772, 1.0039, -1.1514], [-3.8187, 0.5740, -2.0902], [-3.3265, 1.8076, -0.0583], [-1.7439, -0.3342, -0.5055], [-2.3906, -1.6689, -0.7002], [-2.5810, -2.2758, -1.9162], [-3.2808, -3.5006, -1.6173], [-3.4679, -3.5269, -0.2381], [-2.9098, -2.4254, 0.3358], [5.0079, 0.9739, -0.4221], [5.2301, 0.4786, 1.2826], [1.5405, 1.6422, -0.3477], [1.5729, 0.4155, 3.5646], [-0.8242, 1.4390, 4.4596], [-2.1019, 2.4049, 2.3810], [0.5054, -1.2792, 0.8854], [1.7234, -2.3497, 0.2742], [0.1357, -2.3012, -1.4398], [1.3823, -1.1366, -1.9884], [-1.2298, 2.8225, -1.4668], [-1.9268, 2.2266, -2.9972], [-1.5745, -0.1548, 0.5542], [-2.2982, -1.9375, -2.9189], [-3.6229, -4.2337, -2.3270], [-3.9637, -4.2859, 0.3338]], "forces_ev_per_a": [[-0.67, -0.30, 0.12], [0.62, -2.25, -0.97], [-1.52, 0.51, 1.44], [2.56, 4.16, 2.65], [-1.15, -1.43, -2.21], [-0.85, -1.86, -0.35], [-1.43, -0.48, -0.26], [0.47, -1.23, 0.78], [1.38, -0.56, 0.10], [0.12, -0.35, 0.00], [-0.54, 0.24, 1.61], [-0.05, 0.99, -0.47], [1.25, -0.11, 0.55], [-0.49, -0.01, 0.10], [-0.59, -0.27, 0.05], [-0.89, 0.49, -0.09], [2.46, 0.36, -0.24], [0.02, -0.22, -0.37], [-0.18, -1.03, 1.16], [-4.20, 2.52, 0.02], [2.05, -0.41, 0.66], [1.29, -1.02, -0.36], [0.89, -1.80, -0.02], [-0.21, -0.39, -1.11], [-0.47, -0.74, 0.86], [0.02, 0.60, 1.54], [0.59, 0.25, -2.56], [0.09, 0.44, -0.77], [0.48, 0.43, -0.98], [-0.13, -0.10, -0.25], [0.22, 0.14, 0.35], [-1.14, 1.27, -1.05], [-0.10, -0.05, -0.24], [0.16, -0.17, -0.94], [0.07, 0.25, 0.27], [0.36, 1.09, -0.22], [0.20, 1.02, 0.16], [-0.66, 0.39, -0.13], [-0.12, -0.57, -0.06], [0.16, -0.31, -0.23], [-0.06, 0.30, 0.07], [-0.09, 0.03, 0.72], [-0.02, -0.07, 0.07], [0.09, 0.22, 0.60]], "gap_ev": 9.783, "smiles": "O=C1CS(=O)(=O)[C@H](c2ccco2)N1CCN1C(=O)CS(=O)(=O)[C@H]1c1ccco1", "charge": 0, "homo_energy_ev": -9.389, "e_tot_ev": -57879.006, "e_above_lowest_ev": 0.000}